Record 1
{"formula": "C33H38Cl3N7O2ReS", "method": "ωB97M-V/def2-TZVPD", "largest_force_ha_per_bohr": 0.0129, "total_charge": 2, "homo_ev": [-12.509, -12.542], "multiplicity": 2, "elements": ["Re", "C", "C", "C", "C", "C", "C", "C", "C", "C", "C", "C", "C", "N", "C", "C", "C", "C", "C", "N", "C", "C", "C", "C", "H", "H", "H", "H", "H", "H", "H", "H", "H", "H", "H", "H", "H", "H", "H", "H", "H", "H", "H", "H", "H", "H", "H", "H", "H", "H", "H", "H", "H", "N", "C", "C", "C", "C", "C", "C", "S", "O", "O", "N", "C", "N", "C", "C", "C", "N", "H", "H", "H", "H", "H", "H", "H", "H", "H", "Cl", "C", "Cl", "Cl", "C", "N"], "positions_angstrom": [[-0.85374, -0.11643, -0.59420], [3.10014, 3.98200, -0.76719], [2.37417, 3.33824, 0.42115], [2.74144, 1.87053, 0.58844], [0.88084, 3.69568, 0.56135], [0.67320, 4.97547, 1.06424], [-0.57131, 5.41458, 1.45801], [-1.62253, 4.51686, 1.45606], [-1.50365, 3.22638, 0.95707], [-2.71886, 2.34426, 1.22387], [-3.66616, 2.03811, 0.06274], [-2.29720, 1.11267, 2.02039], [-0.25421, 2.85648, 0.38909], [-0.11234, 1.71185, -0.50319], [0.67940, 2.01157, -1.59788], [1.07182, 0.99661, -2.39080], [1.94426, 0.88007, -3.52678], [1.90733, -0.41644, -3.88831], [0.96783, -1.11650, -3.01030], [0.54687, -0.27562, -2.08269], [0.50945, -2.52145, -3.26239], [-0.67509, -2.93161, -2.39435], [0.08591, -2.60115, -4.74168], [1.70359, -3.46382, -3.01573], [4.16997, 4.02746, -0.55997], [2.75532, 4.99943, -0.95743], [2.99108, 3.40085, -1.68668], [2.78142, 3.83025, 1.30625], [2.70670, 1.29414, -0.33134], [2.08557, 1.38447, 1.30729], [3.76430, 1.79407, 0.96066], [1.53374, 5.62499, 1.18059], [-0.70997, 6.42073, 1.83189], [-2.57670, 4.82260, 1.86811], [-3.31872, 2.94429, 1.90624], [-3.35327, 1.19852, -0.55053], [-3.79450, 2.90619, -0.58578], [-4.64655, 1.77389, 0.46389], [-1.48486, 0.55321, 1.53216], [-3.13436, 0.43281, 2.19106], [-1.88241, 1.40296, 2.98706], [0.97438, 3.03517, -1.76404], [2.52441, 1.67954, -3.96444], [2.44390, -0.88162, -4.70090], [-1.52626, -2.25121, -2.52796], [-0.39544, -3.01418, -1.34682], [-1.02257, -3.91895, -2.70402], [-0.73217, -1.90972, -4.96300], [-0.25937, -3.61431, -4.95249], [0.91182, -2.38696, -5.42014], [2.01065, -3.44989, -1.97088], [2.55752, -3.19782, -3.64103], [1.40555, -4.48162, -3.27467], [2.54054, -2.47388, 6.69483], [2.27113, -2.38903, 5.37092], [1.67040, -3.46574, 4.69120], [1.39998, -3.38170, 3.34849], [1.72146, -2.21711, 2.64605], [2.32222, -1.14109, 3.30497], [2.58796, -1.22135, 4.64858], [1.42241, -2.14700, 0.95770], [1.23354, -3.47383, 0.45030], [2.30227, -1.23016, 0.29851], [-0.10429, -1.37775, 0.76005], [-1.27662, -2.04670, 1.07292], [-2.25629, -1.48625, 0.31030], [-3.50596, -1.94920, 0.42998], [-3.76568, -2.97667, 1.30589], [-2.68781, -3.48967, 2.02608], [-1.43612, -3.03334, 1.91799], [2.38356, -3.32668, 7.19907], [3.03095, -1.74004, 7.17118], [1.43576, -4.37381, 5.23390], [0.94961, -4.21542, 2.82699], [2.61175, -0.25892, 2.75193], [3.06822, -0.39393, 5.15730], [-4.27197, -1.48697, -0.18036], [-4.76284, -3.37444, 1.42373], [-2.83664, -4.30367, 2.72749], [-4.78004, 1.78108, -3.97206], [-3.15602, 1.30598, -4.44382], [-3.18089, -0.04572, -5.56924], [-2.24902, 2.66674, -5.09033], [-2.45582, 0.84128, -3.23338], [-1.91609, 0.47735, -2.29717]], "lowdin_spin": [1.1372, -0.0014, -0.0020, 0.0011, -0.0240, 0.0023, -0.0269, 0.0033, -0.0233, -0.0001, 0.0035, 0.0197, -0.0056, -0.1223, 0.0653, -0.0691, -0.0055, -0.0440, -0.0685, 0.0137, -0.0077, 0.0140, -0.0055, -0.0062, 0.0000, 0.0000, 0.0001, -0.0010, 0.0002, -0.0001, 0.0002, 0.0003, -0.0014, 0.0006, 0.0002, 0.0025, 0.0001, 0.0003, 0.0079, 0.0002, 0.0011, 0.0038, 0.0012, -0.0014, 0.0043, 0.0029, 0.0021, -0.0001, -0.0009, -0.0002, 0.0000, -0.0003, -0.0013, 0.0000, 0.0002, -0.0002, 0.0003, -0.0001, 0.0004, -0.0002, 0.0021, 0.0016, 0.0003, 0.0425, 0.0074, 0.0314, 0.0024, 0.0067, -0.0003, 0.0054, 0.0000, 0.0000, 0.0000, 0.0000, 0.0000, 0.0000, 0.0002, 0.0006, -0.0001, 0.0008, 0.0009, 0.0041, 0.0002, 0.0187, 0.0055]}


Record 2
{"formula": "C4H3O4Tl", "method": "ωB97M-V/def2-TZVPD", "largest_force_ha_per_bohr": 0.0826, "e_above_lowest_ev": 0.491, "total_charge": 2, "homo_ev": -19.738, "elements": ["O", "C", "C", "C", "O", "C", "O", "O", "Tl", "H", "H", "H"], "positions_angstrom": [[-1.66080, 3.63721, 0.37343], [-1.25055, 4.65298, 0.08936], [1.32609, -1.67860, -0.18612], [0.88197, -0.73113, 0.86226], [0.10293, 0.12644, 0.43024], [-0.36464, -0.55363, -1.31463], [0.29738, -1.61491, -1.20168], [-1.43757, -0.14916, -1.49677], [-2.44490, 1.36433, 0.97320], [1.38133, -2.71077, 0.19091], [2.27096, -1.36049, -0.65171], [0.89779, -0.98226, 1.93150]], "nbo_charge": [-0.6760, 0.6942, -0.1896, 0.4837, -0.5150, 1.0911, -0.3628, -0.3520, 0.9769, 0.3013, 0.2983, 0.2500]}


Record 3
{"formula": "C4H7FN2O", "method": "ωB97M-V/def2-TZVPD", "largest_force_ha_per_bohr": 0.0500, "e_above_lowest_ev": 1.237, "homo_ev": -9.522, "smiles": "O=C1NNC[C@@H]1CF", "elements": ["O", "C", "N", "N", "C", "C", "C", "F", "H", "H", "H", "H", "H", "H", "H"], "positions_angstrom": [[-0.18860, 2.36114, -0.08706], [0.27584, 1.24594, -0.03944], [1.51765, 0.88932, -0.44077], [1.85184, -0.49936, -0.43929], [0.50168, -1.13673, -0.17725], [-0.34112, -0.02577, 0.52887], [-1.81102, -0.08213, 0.24240], [-2.02402, 0.05572, -1.09337], [2.04248, 1.40639, -1.16606], [2.34807, -0.59493, 0.46651], [-0.00450, -1.40902, -1.10017], [0.65590, -2.05535, 0.32829], [-0.22021, 0.05534, 1.61166], [-2.36448, -0.99952, 0.63364], [-2.23951, 0.78893, 0.73205]], "nbo_charge": [-0.5885, 0.6622, -0.4837, -0.4143, -0.2378, -0.3854, 0.0633, -0.3585, 0.4067, 0.3346, 0.2079, 0.2061, 0.2359, 0.1679, 0.1834]}


Record 4
{"formula": "C3H9BS", "method": "ωB97M-V/def2-TZVPD", "largest_force_ha_per_bohr": 0.0809, "e_above_lowest_ev": 1.689, "homo_ev": -8.826, "smiles": "CB(C)CS", "elements": ["C", "B", "C", "C", "S", "H", "H", "H", "H", "H", "H", "H", "H", "H"], "positions_angstrom": [[-0.01034, 1.67555, -0.08620], [-0.20782, 0.07178, -0.08488], [-1.50900, -0.72432, 0.16374], [1.13481, -0.92766, -0.57842], [2.94399, -0.29176, 0.08679], [0.92240, 1.83934, -0.85027], [0.34612, 2.02560, 0.81777], [-0.91580, 2.25484, -0.32642], [-2.20858, -0.22991, 0.97086], [-1.28621, -1.73843, 0.46998], [-1.96168, -0.80052, -0.91155], [1.05993, -1.82804, 0.03257], [1.41861, -1.32807, -1.61912], [2.55120, -0.35611, 1.29753]], "nbo_charge": [-1.0115, 0.9047, -1.0464, -0.7748, -0.1174, 0.2451, 0.2484, 0.2377, 0.2430, 0.2370, 0.2709, 0.2104, 0.2550, 0.0980]}